# 1
Molecular formula: C53H60F6N3O2
Method: DFT, the ωB97M-V functional and the def2-TZVPD basis

Structure (XYZ):
```
124
Properties=species:S:1:pos:R:3:mulliken_charge:R:1
F -2.444 2.595 -9.221 -0.259
F -3.444 0.686 -8.809 -0.228
F -0.174 7.827 -2.985 -0.246
F -0.621 7.589 -0.835 -0.251
F 1.451 7.398 -1.572 -0.269
F -1.343 0.710 -9.478 -0.226
O -6.176 -0.913 1.712 -0.614
O -5.888 -2.634 0.363 -0.636
N -5.577 -1.488 0.779 1.169
N 1.899 -0.812 1.082 1.527
N 0.082 -1.317 2.332 1.685
C -1.372 5.157 -2.254 -0.667
C -2.102 -2.499 2.593 0.357
C 1.024 4.788 -2.163 -0.264
C -2.366 -1.325 -0.884 -0.513
C -1.512 2.630 -6.667 -1.187
C 0.510 -0.803 1.107 -0.698
C 2.746 -0.553 -0.070 -0.870
C 4.797 -3.014 0.687 -1.908
C 3.491 0.995 -1.795 -0.254
C 3.785 -1.365 -2.110 -0.453
C -1.709 -0.403 -0.017 1.030
C -2.527 0.488 0.755 -0.129
C 3.325 -1.632 -0.818 0.215
C -0.263 -0.437 -0.008 -0.215
C 2.429 -1.262 2.377 -1.256
C 3.608 -3.065 -0.280 2.395
C 0.820 3.451 -2.472 -0.102
C 3.010 0.778 -0.491 0.173
C -2.807 -4.759 1.586 -2.222
C -1.131 2.660 -5.344 -0.028
C 1.231 -1.772 3.120 0.573
C -0.258 0.312 5.716 -1.842
C -1.260 -1.385 2.885 -1.775
C -0.901 -4.645 3.135 -1.763
C -1.306 0.246 -5.199 -0.248
C 2.363 -3.705 0.300 -1.511
C -1.799 1.405 -7.255 0.468
C -0.483 2.912 -2.631 0.083
C -1.781 2.003 4.731 -2.028
C -1.726 -0.385 3.792 0.502
C 0.160 1.342 3.472 -1.024
C -0.896 0.788 4.406 2.132
C 2.779 2.032 0.396 2.666
C 4.054 -4.034 -1.379 -2.404
C -3.913 -1.450 3.845 -1.376
C -4.447 -0.854 0.195 -0.585
C -3.451 -2.416 2.957 -0.062
C -0.804 -3.788 0.765 -0.865
C -3.891 0.280 0.835 -0.757
C -1.577 3.821 -2.539 -0.718
C -2.253 1.355 -8.683 0.769
C 3.838 -0.070 -2.617 -2.057
C -3.038 -0.472 4.275 -0.301
C -1.029 1.478 -4.534 0.467
C -1.685 0.218 -6.526 -1.310
C -0.072 5.635 -2.075 -0.071
C -1.634 -3.882 2.028 2.142
C -3.710 -1.600 -0.747 -0.706
C 0.149 7.107 -1.864 0.749
C 3.571 3.237 -0.123 -2.048
C 1.292 2.337 0.393 0.002
C -0.628 1.573 -3.175 0.485
C 3.183 1.851 1.853 -1.354
H -1.421 -3.456 -0.079 0.118
H 1.169 -1.400 4.152 -0.217
H -4.948 -1.467 4.190 0.422
H 1.682 2.800 -2.638 0.587
H 3.127 2.819 2.372 0.479
H -1.141 2.856 4.993 0.430
H 4.763 -2.194 1.412 0.419
H 0.922 0.605 3.243 -0.426
H 3.661 2.000 -2.193 0.602
H -0.289 1.710 2.542 0.013
H -4.208 -2.414 -1.266 0.438
H -0.607 -5.637 2.770 0.427
H 4.640 2.989 -0.163 0.409
H -3.454 -4.229 0.875 0.375
H -1.198 -0.687 -4.637 0.510
H 2.571 -4.723 0.662 0.601
H 4.188 1.427 1.966 0.228
H 0.271 -0.641 5.602 0.306
H 5.057 -3.789 -1.729 0.546
H -1.567 -4.775 3.999 0.446
H -1.773 -1.869 -1.629 0.677
H -2.441 1.827 5.584 0.554
H -2.381 2.294 3.861 0.341
H -4.171 -3.159 2.618 0.390
H 0.458 1.060 6.081 0.421
H 4.166 -2.173 -2.740 0.493
H 0.738 1.535 0.883 -1.034
H 4.896 -3.964 1.226 0.366
H -2.590 3.472 -2.764 0.577
H -2.400 -5.637 1.067 0.449
H 0.249 -0.410 -0.965 0.140
H 1.961 -3.144 1.137 0.025
H -2.051 1.321 1.278 0.580
H -2.218 5.834 -2.169 0.467
H 3.236 3.572 -1.109 0.184
H -0.880 3.633 -4.922 0.256
H 3.358 -4.034 -2.224 0.467
H -1.555 3.548 -7.243 0.534
H 0.001 -3.071 0.867 -0.691
H 2.029 5.161 -1.987 0.650
H -1.878 -0.725 -7.029 0.433
H 1.240 -2.870 3.181 -0.051
H 3.448 4.089 0.559 0.387
H 3.197 -2.028 2.246 0.218
H -0.003 -4.131 3.488 0.213
H 4.085 -5.052 -0.975 0.433
H 1.587 -3.769 -0.475 0.507
H 1.091 3.296 0.891 0.993
H 4.198 0.101 -3.635 0.458
H -3.403 -5.107 2.435 0.476
H -3.425 0.264 4.982 0.214
H 0.902 2.349 -0.625 -1.209
H 2.910 -0.460 2.952 0.536
H -4.546 0.892 1.456 0.454
H 2.466 1.199 2.345 0.286
H -0.379 -4.777 0.528 0.812
H -1.033 0.165 6.478 0.447
H 5.708 -2.855 0.096 0.469
H 0.676 2.186 3.960 0.842
H -0.293 0.700 -2.627 0.236
```

Properties
highest occupied orbital energy: -9.6 eV
multiplicity: 1
relative energy (zero: lowest compared OMol25 entry of this formula, charge and spin): 13.9 kcal/mol
orbital gap: 0.1125 Eh
charge: +1

# 2
Molecular formula: C24H40N2O5RuS2Si3
Method: DFT, the ωB97M-V functional and the def2-TZVPD basis

Structure (XYZ):
```
77
Properties=species:S:1:pos:R:3:mulliken_spin:R:1
Ru -0.082 -0.134 1.409 3.120
S -0.764 2.353 2.908 -0.012
S 2.140 0.327 1.222 0.238
Si -1.572 -2.473 0.497 -0.009
Si 1.505 -3.027 0.342 0.010
Si 0.091 -2.510 3.184 0.001
O -0.116 1.258 3.626 0.054
O -2.194 -0.968 1.002 -0.033
O -0.450 0.347 -0.644 0.266
O -1.981 2.915 3.417 0.012
O -1.185 1.897 -2.076 0.023
N -0.921 1.705 1.463 0.169
N 1.459 2.560 -0.148 0.036
C 3.310 6.685 1.830 0.000
C 0.096 -2.186 1.289 -0.029
C 2.690 4.388 2.653 -0.003
C -3.430 -0.380 0.618 0.000
C -0.006 4.888 2.246 0.007
C -1.438 -1.746 4.012 0.028
C 0.991 -4.814 -0.024 0.002
C -1.592 -2.554 -1.370 0.008
C 3.104 -3.176 1.323 0.012
C -0.993 1.500 -0.945 0.019
C 1.614 -1.822 4.064 0.031
C 1.833 -2.164 -1.300 0.005
C 0.415 3.655 2.723 0.007
C 2.968 3.730 -1.586 0.029
C 1.735 3.561 -0.984 -0.010
C -1.437 2.334 0.277 -0.025
C 3.958 2.792 -1.328 -0.010
C 1.760 3.403 2.941 0.002
C 2.296 5.621 2.143 0.005
C 0.936 5.859 1.951 0.000
C 0.046 -4.362 3.534 0.017
C -2.648 -3.833 1.205 0.001
C 2.408 1.675 0.097 -0.001
C 3.678 1.734 -0.481 0.032
H 4.932 2.875 -1.792 0.000
H 1.315 -1.532 5.075 0.003
H 1.616 -5.223 -0.823 0.000
H 3.004 7.280 0.969 0.000
H -2.888 -3.654 2.255 -0.001
H 0.919 -4.877 3.129 0.000
H -3.357 0.041 -0.388 0.000
H 2.911 -2.042 -1.441 0.002
H -1.064 5.083 2.109 0.001
H -1.064 -3.433 -1.747 0.000
H 2.066 -0.944 3.605 -0.010
H 2.067 2.437 3.320 -0.002
H -3.585 -3.911 0.648 0.000
H 1.118 -5.455 0.850 0.000
H 3.852 -3.634 0.666 0.002
H -3.676 0.406 1.330 -0.001
H 2.387 -2.588 4.152 0.000
H -1.135 -1.117 4.848 0.001
H -0.047 -4.915 -0.352 -0.001
H -2.039 -2.570 4.411 0.002
H -0.850 -4.842 3.138 -0.001
H 1.458 -2.764 -2.134 0.000
H 3.432 7.366 2.675 0.000
H 0.054 -4.508 4.619 0.000
H 1.376 -1.178 -1.364 -0.006
H 4.285 6.247 1.615 0.000
H -2.148 -4.803 1.131 0.000
H -2.101 -1.152 3.384 -0.009
H 3.743 4.189 2.816 0.000
H -4.223 -1.131 0.637 0.002
H -1.067 3.354 0.158 0.008
H 3.504 -2.223 1.666 -0.001
H 4.412 0.969 -0.267 0.000
H 0.923 4.256 -1.176 -0.001
H -2.529 2.375 0.290 0.007
H 2.991 -3.835 2.187 -0.001
H -1.139 -1.658 -1.796 -0.001
H 0.612 6.820 1.566 0.000
H 3.139 4.565 -2.252 0.001
H -2.625 -2.626 -1.726 0.001
```

Properties
highest occupied orbital energy (alpha / beta): -8.5 / -8.6 eV
multiplicity: 5
<S²>: 6.03
orbital gap (alpha / beta): 0.2848 / 0.2434 Eh
charge: 0

# 3
Molecular formula: C21H18F6N7OPRuS2
Method: DFT, the ωB97M-V functional and the def2-TZVPD basis

Structure (XYZ):
```
57
Properties=species:S:1:pos:R:3:mulliken_spin:R:1
Ru -1.214 0.120 -0.809 0.205
S -1.597 -2.223 1.210 0.023
S -1.326 -2.241 -0.829 -0.003
P -1.892 0.111 -4.004 0.002
F -0.742 1.103 -3.411 0.000
F -1.190 0.029 -5.398 0.000
F -3.013 -0.935 -4.351 0.000
F -2.668 0.187 -2.368 0.002
F -0.953 -1.082 -3.359 0.000
F -2.789 1.365 -4.366 0.001
O -0.948 2.122 -1.032 0.225
N 1.002 -1.381 0.130 -0.012
N -2.606 0.697 0.573 0.141
N 0.407 -0.266 0.312 0.015
N 2.130 -4.015 -0.718 -0.011
N -2.714 0.228 1.783 0.051
N 0.923 -3.549 -0.876 -0.007
N -2.098 -1.076 3.510 0.044
C -1.806 3.851 -2.360 0.087
C -2.179 -0.893 2.187 0.035
C 1.463 1.804 3.783 0.005
C 1.655 0.429 3.712 -0.002
C 3.336 -3.514 -0.210 0.001
C -1.960 2.782 -1.437 0.069
C 1.335 -0.264 2.563 0.005
C 0.770 0.418 1.473 -0.008
C 5.405 -4.078 0.904 0.001
C 5.758 -2.735 0.935 -0.002
C 3.743 -2.175 -0.258 -0.002
C 4.928 -1.794 0.343 0.001
C -4.189 4.234 -2.344 0.171
C 0.942 2.488 2.693 -0.001
C 0.419 -2.395 -0.501 0.003
C 0.579 1.803 1.551 0.010
C -3.290 2.508 -0.918 0.182
C -4.372 3.268 -1.388 -0.104
C 4.208 -4.466 0.342 -0.003
C -3.466 1.603 0.160 -0.098
C -2.894 4.524 -2.828 -0.033
H 2.058 -0.098 4.565 0.000
H -5.040 4.777 -2.728 0.004
H 5.212 -0.752 0.328 0.000
H 0.821 3.561 2.735 0.000
H -0.810 4.049 -2.726 -0.001
H 6.065 -4.821 1.326 0.000
H 0.201 2.330 0.688 -0.004
H 1.509 -1.329 2.495 0.002
H 1.740 2.341 4.678 0.000
H 3.165 -1.443 -0.791 0.000
H 3.910 -5.508 0.350 0.000
H 6.684 -2.430 1.399 0.000
H -4.348 1.739 0.781 0.005
H -5.364 3.053 -1.013 0.000
H -1.826 -1.969 3.886 0.000
H -2.436 -0.354 4.126 -0.001
H 2.129 -5.011 -0.906 0.001
H -2.766 5.277 -3.593 0.001
```

Properties
highest occupied orbital energy (alpha / beta): -10.9 / -10.9 eV
multiplicity: 2
relative energy (zero: lowest compared OMol25 entry of this formula, charge and spin): 14.1 kcal/mol
<S²>: 0.81
orbital gap (alpha / beta): 0.2254 / 0.1977 Eh
charge: +1

# 4
Molecular formula: C26H52Cl4O8
Method: DFT, the ωB97M-V functional and the def2-TZVPD basis

Structure (XYZ):
```
90
Properties=species:S:1:pos:R:3:mulliken_spin:R:1
Cl -4.555 -1.217 -3.773 -0.015
Cl -4.971 1.137 -2.265 -0.003
Cl 1.584 0.982 -0.593 -0.304
Cl -0.915 -0.172 0.307 -0.037
O 0.243 -2.717 5.093 -0.028
O 3.871 3.445 2.604 -0.169
O -0.745 0.859 3.328 -0.020
O -1.362 -2.439 -2.685 -0.079
O -5.573 -0.173 0.988 -0.012
O -2.934 4.757 -2.539 -0.027
O 2.535 -3.427 -0.450 -0.101
O 0.553 0.451 -4.338 0.041
C 0.214 2.659 2.084 0.016
C -0.439 -4.494 -2.002 0.310
C 1.720 0.762 3.215 0.188
C 1.274 -0.132 -5.126 -0.371
C -3.826 -0.134 -2.556 0.022
C 4.133 -1.890 -1.121 0.736
C 2.208 -1.319 -4.753 0.661
C -1.350 -3.632 -2.841 -0.058
C 4.829 2.676 2.469 -0.188
C -4.178 1.699 0.955 -0.006
C -5.373 1.044 3.104 0.002
C 0.342 -0.155 -0.963 0.226
C 0.295 1.402 2.900 0.050
C -0.732 -2.555 4.379 0.018
C 1.139 0.226 -6.595 0.219
C -5.098 0.779 1.619 0.013
C -2.985 4.708 -0.131 -0.001
C 3.488 -2.134 1.307 0.240
C 5.913 2.812 3.545 0.456
C -2.605 4.200 -1.521 0.067
C 4.927 1.687 1.299 1.282
C -1.554 3.065 -1.586 -0.091
C -0.582 -2.403 2.912 -0.025
C -2.031 -2.175 5.113 0.005
C 3.337 -2.597 -0.103 -0.270
C -2.067 -4.292 -3.971 0.084
H 0.410 3.587 2.622 -0.027
H -0.775 2.771 1.640 0.015
H 6.222 3.837 3.750 0.022
H 1.930 0.143 2.342 0.042
H 4.856 0.634 1.573 0.071
H 4.857 -1.280 -0.579 -0.165
H 0.796 -0.551 -7.279 -0.080
H 1.727 0.219 4.160 -0.088
H -2.235 4.385 0.591 0.005
H -1.111 2.893 -2.567 0.025
H 6.887 2.392 3.296 -0.229
H -0.734 3.119 -0.870 0.010
H 3.598 -1.050 1.336 0.328
H -2.997 -2.370 4.647 0.001
H 5.881 1.754 0.776 -0.576
H -3.027 5.796 -0.091 -0.010
H -2.088 2.156 -1.310 0.013
H -5.077 0.226 3.760 0.002
H -2.707 -5.087 -3.589 -0.018
H 3.165 -0.961 -5.133 -0.291
H -4.770 2.401 0.368 -0.002
H -1.415 -1.794 2.561 0.012
H -0.768 -3.428 2.589 -0.015
H 2.161 -1.487 -3.677 -0.013
H 0.813 -1.134 -0.874 0.060
H 0.355 -2.140 2.420 0.033
H 5.559 2.356 4.470 -0.052
H -0.139 0.094 -1.909 -0.048
H 4.453 -2.526 1.627 -0.484
H -1.063 -5.116 -1.361 -0.030
H 0.174 -5.112 -2.659 -0.008
H 3.455 -1.291 -1.729 0.181
H -2.940 0.402 -2.899 -0.006
H -3.950 4.280 0.139 0.010
H 0.144 -3.822 -1.371 -0.072
H -3.440 1.177 0.348 0.001
H 2.189 0.394 -6.832 -0.035
H -4.881 1.979 3.373 -0.003
H 0.922 2.556 1.262 0.023
H 2.685 -2.538 1.924 0.039
H -3.636 2.295 1.690 0.003
H 2.527 1.486 3.325 -0.094
H -1.446 -4.594 -4.814 -0.045
H -1.936 -1.121 5.374 -0.001
H -6.448 1.220 3.135 -0.001
H 4.092 2.001 0.673 0.017
H -1.935 -2.604 6.111 -0.001
H 1.788 -2.183 -5.269 -0.075
H 4.740 -2.659 -1.598 -0.291
H 0.754 1.241 -6.684 -0.012
H -3.650 -0.680 -1.629 0.004
H -2.704 -3.559 -4.466 0.022
```

Properties
highest occupied orbital energy (alpha / beta): 0.6 / -7.4 eV
multiplicity: 2
<S²>: 0.75
orbital gap (alpha / beta): 0.0639 / 0.3535 Eh
charge: -1